Record 1
Molecular formula: C34H24IN6OPPdSe
Method: DFT, ωB97M-V/def2-TZVPD

```
69
Properties=species:S:1:pos:R:3:forces:R:3:lowdin_charge:R:1
Pd -0.075500 0.113500 -0.111700 -0.74 0.21 -1.05 0.714
Se 5.399100 0.171100 5.418200 -0.13 0.02 -0.13 1.231
N 5.425000 0.173100 3.671300 0.27 0.02 -1.33 -0.229
C 4.189700 0.135600 3.206400 0.67 0.04 1.25 -0.331
C 3.834400 0.092300 1.820300 -0.64 -0.11 -0.76 -0.068
C 4.767800 0.115900 0.783200 -0.27 -0.03 0.01 0.047
C 4.324200 0.024700 -0.519500 -0.05 -0.06 0.07 -0.006
C 2.957200 -0.093900 -0.760600 0.41 -0.04 -0.21 -0.127
N 2.065300 -0.103500 0.215000 0.24 0.57 0.17 -0.001
C 2.465300 -0.005300 1.492200 1.07 0.05 -0.53 -0.146
C 1.444600 -0.014800 2.511400 -0.52 -0.01 1.18 -0.157
N 0.161600 -0.089800 2.114600 0.31 0.31 0.11 0.032
C -0.801000 -0.118000 3.017600 -0.10 -0.05 0.29 -0.109
C -0.545300 -0.072300 4.387500 0.15 0.00 -0.02 0.000
C 0.759900 0.024100 4.824300 -0.06 -0.02 -0.28 0.048
C 1.788600 0.048300 3.878000 -0.73 -0.13 -0.62 -0.074
C 3.181100 0.108300 4.218900 1.17 0.06 0.72 -0.328
N 3.653300 0.124800 5.451500 -1.32 -0.01 0.31 -0.229
H 5.812800 0.191800 1.037400 0.16 0.03 -0.06 0.132
H 5.017600 0.039300 -1.342700 0.08 -0.02 -0.14 0.121
H 2.573800 -0.197300 -1.774500 0.11 0.12 0.14 0.112
H -1.816100 -0.183900 2.642700 0.02 0.02 0.07 0.111
H -1.363500 -0.113600 5.085900 -0.13 0.02 0.09 0.122
H 1.012400 0.075000 5.872000 -0.01 -0.02 0.12 0.132
O -2.663700 -0.785700 -1.041700 0.52 1.28 -1.10 0.129
C -1.804700 -0.060800 -1.213900 -0.44 -1.42 1.66 -0.078
C 3.673200 4.070900 2.068400 -0.06 -0.03 -0.06 -0.042
C 2.560100 3.728300 2.823700 -0.01 -0.01 0.08 -0.052
C 1.410800 3.279700 2.198800 -0.18 -0.08 -0.06 -0.097
C 1.360500 3.185900 0.806400 -0.15 -0.42 0.01 -0.343
C 2.482900 3.526000 0.053000 -0.20 -0.09 -0.11 -0.069
C 3.631600 3.968200 0.685500 0.05 0.00 -0.03 -0.051
P -0.140400 2.522500 0.023600 0.23 -0.25 -0.26 1.087
C -0.179000 3.162100 -1.677600 0.08 -0.57 0.14 -0.358
C 0.514800 2.422500 -2.638400 0.11 -0.17 0.26 -0.133
C 0.594600 2.875200 -3.941700 0.05 -0.03 -0.03 -0.055
C -0.044000 4.055200 -4.299500 -0.02 -0.05 0.07 -0.040
C -0.767700 4.771300 -3.357200 0.04 0.02 -0.02 -0.042
C -0.834500 4.333800 -2.043900 -0.01 -0.05 0.19 -0.054
C -1.526300 3.233700 0.945100 0.12 -0.57 -0.08 -0.360
C -1.507900 4.585200 1.287300 0.13 -0.07 -0.04 -0.091
C -2.579000 5.127700 1.973800 0.00 0.08 -0.05 -0.041
C -3.670700 4.339300 2.305600 0.00 -0.10 -0.06 -0.038
C -3.694500 2.996500 1.959600 -0.06 0.00 0.00 -0.050
C -2.619300 2.441500 1.287500 0.08 -0.16 -0.21 -0.102
H 4.565500 4.433900 2.553900 0.10 0.03 0.06 0.118
H 2.578100 3.826300 3.899800 0.03 0.00 0.06 0.119
H 0.535900 3.027100 2.784700 -0.02 -0.01 0.09 0.112
H 2.443200 3.467200 -1.025500 0.06 0.02 -0.08 0.105
H 4.488400 4.246700 0.090700 0.08 0.04 -0.02 0.118
H 0.985800 1.482300 -2.337600 -0.06 0.27 -0.22 0.067
H 1.150000 2.310500 -4.676100 0.00 -0.02 -0.07 0.115
H 0.015100 4.408500 -5.317100 -0.01 0.04 -0.09 0.119
H -1.281700 5.677000 -3.643500 -0.02 0.05 -0.01 0.120
H -1.398100 4.897800 -1.315300 -0.05 0.04 0.00 0.102
H -0.666900 5.202700 1.003600 0.07 0.08 0.11 0.120
H -2.569200 6.173000 2.239400 0.01 0.11 0.01 0.120
H -4.514100 4.775100 2.817900 -0.05 0.04 0.09 0.120
H -4.555800 2.391500 2.200700 -0.03 -0.06 0.04 0.117
H -2.628200 1.393600 0.996900 -0.08 0.13 0.11 0.068
I -1.532600 -5.894700 1.157400 0.27 0.47 -0.23 0.919
C -0.533400 -4.266400 0.315700 -0.13 -0.45 0.13 -0.728
C 0.601700 -4.296200 -0.473100 -0.58 0.08 0.41 -0.103
N 0.884200 -3.021200 -0.780600 0.41 0.16 -0.28 0.013
N 0.000000 -2.169000 -0.246700 -0.31 1.18 0.18 -0.062
C -0.868400 -2.910200 0.425400 0.10 -0.62 -0.05 -0.197
H 1.188100 -5.124700 -0.815500 0.18 -0.09 -0.12 0.132
H 1.644300 -2.699600 -1.363600 -0.19 0.07 0.15 0.159
H -1.707100 -2.487600 0.947600 -0.02 0.16 0.04 0.105
```
Positions in Å, forces in eV/Å.

Output
**Kohn-Sham gap**: 0.22827 Eh
**ΔE to the lowest compared entry with this formula, charge and spin**: 0.6556 eV
**Net charge**: +2

Record 2
Molecular formula: C20H21N3O4S2
Method: DFT, ωB97M-V/def2-TZVPD

```
50
Properties=species:S:1:pos:R:3:forces:R:3:lowdin_charge:R:1
C -2.497595 3.976139 2.552627 -0.29 -0.42 -1.15 -0.132
S -0.873757 3.331470 2.037342 2.79 0.50 1.79 0.681
O -0.310898 2.395892 3.040930 -1.78 0.66 -1.52 -0.355
O 0.081860 4.436395 1.788091 -2.25 -1.22 -0.46 -0.341
C -1.224686 2.445182 0.498466 0.19 -0.45 0.02 -0.213
C 0.058199 1.801073 -0.024692 0.06 -0.52 -0.54 -0.123
N -0.226964 0.876855 -1.165349 0.23 -0.73 2.47 0.053
C -0.619472 -0.487201 -1.102061 -0.30 1.04 -1.33 -0.271
C -0.808564 -1.308811 0.096577 0.49 0.21 1.48 -0.061
C 0.286019 -1.239445 1.130504 -0.12 0.72 1.44 -0.165
C 0.050849 -0.973162 2.460574 0.12 -0.26 -1.60 -0.037
N 1.257817 -1.049144 3.151741 0.46 0.17 1.38 -0.119
S 1.444591 -0.760672 4.843246 -1.90 -1.11 2.51 0.706
C 2.500690 0.687030 4.877330 -0.93 0.47 -0.42 -0.114
O 2.120724 -1.881443 5.494849 -0.03 1.44 -1.72 -0.307
O 0.128527 -0.472866 5.469354 2.42 0.04 -2.35 -0.316
C 2.300653 -1.354363 2.242880 0.72 0.07 0.52 -0.164
C 3.696605 -1.570245 2.407425 -1.37 -0.01 -0.51 -0.016
C 4.424100 -1.869838 1.273160 0.80 0.11 0.01 -0.090
C 3.832145 -1.963279 -0.000380 -0.35 -0.11 0.10 -0.078
C 2.459353 -1.789495 -0.143149 0.95 0.05 -0.68 -0.012
C 1.722408 -1.445759 0.979724 -1.50 -0.27 -0.13 -0.140
N -0.935157 -0.953452 -2.283200 0.52 -0.21 1.13 0.176
C -0.662160 0.061930 -3.146923 -0.62 -0.52 -0.95 -0.263
C -0.808853 0.012850 -4.526618 0.22 0.05 -0.46 -0.018
C -0.390828 1.119157 -5.232041 0.13 -0.05 -1.11 -0.113
C 0.146599 2.268957 -4.631578 -0.28 -0.43 0.61 -0.090
C 0.187267 2.309318 -3.242102 0.35 0.57 0.17 -0.021
C -0.216712 1.195308 -2.484413 0.20 0.92 -1.67 -0.184
H -3.188506 3.197427 2.869858 0.37 -0.43 -0.08 0.069
H -2.398192 4.648065 3.377239 0.53 0.52 0.40 0.059
H -2.976501 4.483882 1.694156 0.53 -0.09 0.35 0.078
H -1.973888 1.662281 0.653907 -0.03 0.28 0.32 0.114
H -1.562535 3.133789 -0.257047 -0.44 0.51 -0.04 0.105
H 0.710395 2.594962 -0.379156 0.19 -0.12 -0.10 0.126
H 0.552388 1.287075 0.801464 0.05 -0.22 -0.33 0.110
H -1.759536 -0.999855 0.565486 0.23 -0.39 0.00 0.133
H -0.850410 -2.351000 -0.191510 -0.50 -0.10 -0.48 0.130
H -0.919012 -0.727664 2.888561 0.62 -0.08 0.39 0.137
H 1.965341 1.555481 4.433089 0.17 -0.73 0.20 0.077
H 2.696578 0.887724 5.925046 0.05 -0.14 0.13 0.073
H 3.413955 0.491539 4.332077 0.15 -0.16 -0.06 0.053
H 4.180076 -1.578202 3.355470 0.14 0.10 0.65 0.096
H 5.518226 -2.014602 1.404007 -0.92 0.02 -0.27 0.116
H 4.444701 -2.209184 -0.863041 -0.09 0.04 0.14 0.102
H 1.982831 -1.887635 -1.127109 0.17 0.05 0.46 0.123
H -1.177030 -0.887319 -5.046125 0.20 0.56 0.48 0.122
H -0.438859 1.060954 -6.315302 -0.01 0.15 0.04 0.097
H 0.539544 3.103402 -5.235496 -0.38 -0.52 0.44 0.109
H 0.576525 3.209348 -2.789036 0.05 0.04 0.31 0.099
```
Positions in Å, forces in eV/Å.

Output
**Structure (SMILES)**: CS(=O)(=O)CCn1c(Cc2cn(S(C)(=O)=O)c3ccccc23)nc2ccccc21
**Kohn-Sham gap**: 0.31985 Eh
**ΔE to the lowest compared entry with this formula, charge and spin**: 2.5024 eV
**Net charge**: 0

Listing LUMO energy for the structures above in their given order: -7.37 0.19 eV.